Computed, not measured: a molecular structure, C33H52BLuN8O3S4, with ωB97M-V/def2-TZVPD.

The calculation puts the total energy at -130760.380 eV. The calculation puts the HOMO energy at -0.47976 Ha. As for the gap between HOMO and LUMO: 7.513 eV. Its net charge is +2. The calculation puts the largest force on an atom at 4.00 eV/A. The value obtained for the energy relative to the best compared isomer or geometry (same formula, charge and spin) is 14.2 kcal/mol.

Last column: Mulliken charge in e.
Element x y z (Å)
Lu (2.293, -1.975, 1.408)  0.79
C (-1.565, -3.566, -2.508)  -1.90
C (-1.931, -2.256, -1.912)  0.21
C (-2.999, -1.517, -2.333)  -0.78
C (-3.310, -0.289, -1.686)  0.06
N (-2.588, 0.144, -0.693)  0.23
N (-1.517, -0.548, -0.286)  -0.01
B (-0.715, 0.085, 0.825)  -0.76
N (0.415, 0.977, 0.326)  0.93
N (0.132, 1.484, -0.869)  -0.04
C (0.900, 2.379, -1.426)  -0.33
C (2.031, 2.876, -0.738)  -0.67
C (2.359, 2.358, 0.487)  -0.08
C (3.537, 2.804, 1.268)  -1.92
C (1.539, 1.310, 1.009)  1.20
S (1.959, 0.520, 2.466)  -0.38
C (0.501, 2.798, -2.823)  2.17
C (0.758, 1.587, -3.734)  -1.32
C (1.300, 3.995, -3.334)  -2.32
C (-0.992, 3.148, -2.819)  -1.37
N (-0.678, -0.600, 2.150)  -0.50
N (-1.427, 0.508, 2.071)  0.50
C (-2.138, 0.989, 3.047)  0.52
C (-2.123, 0.211, 4.240)  -0.89
C (-1.421, -0.961, 4.347)  0.24
C (-1.386, -1.761, 5.588)  -1.94
C (-0.644, -1.423, 3.212)  0.88
S (0.252, -2.830, 3.196)  -0.41
C (-2.906, 2.267, 2.883)  2.32
C (-4.402, 1.918, 2.908)  -1.78
C (-2.566, 3.219, 4.037)  -1.78
C (-2.536, 2.933, 1.557)  -1.32
C (-1.133, -1.721, -0.848)  1.10
S (0.237, -2.570, -0.339)  -0.24
C (-4.503, 0.527, -2.124)  2.03
C (-5.771, -0.323, -1.951)  -1.81
C (-4.624, 1.802, -1.291)  -1.50
C (-4.338, 0.900, -3.604)  -1.51
H (-2.234, -3.825, -3.322)  0.45
H (-1.605, -4.344, -1.745)  0.38
H (-0.539, -3.533, -2.873)  0.35
H (-3.606, -1.874, -3.150)  0.46
H (2.635, 3.653, -1.174)  0.65
H (4.047, 3.621, 0.771)  0.44
H (4.225, 1.970, 1.411)  0.37
H (3.223, 3.126, 2.260)  0.41
H (1.809, 1.309, -3.702)  0.08
H (0.496, 1.838, -4.757)  0.48
H (0.162, 0.737, -3.414)  0.21
H (2.356, 3.760, -3.443)  0.45
H (1.188, 4.854, -2.678)  0.49
H (0.926, 4.276, -4.315)  0.42
H (-1.571, 2.316, -2.428)  -0.10
H (-1.321, 3.368, -3.831)  0.56
H (-1.172, 4.024, -2.201)  0.40
H (-2.688, 0.568, 5.085)  0.39
H (-2.055, -1.361, 6.344)  0.42
H (-0.367, -1.766, 5.978)  0.38
H (-1.638, -2.802, 5.387)  0.41
H (-4.691, 1.489, 3.863)  0.40
H (-4.644, 1.209, 2.121)  0.33
H (-4.984, 2.821, 2.752)  0.49
H (-2.906, 2.843, 4.997)  0.39
H (-3.056, 4.173, 3.863)  0.46
H (-1.494, 3.393, 4.089)  0.40
H (-2.681, 2.259, 0.719)  -0.20
H (-1.497, 3.256, 1.575)  0.26
H (-3.158, 3.810, 1.407)  0.61
H (-5.887, -0.638, -0.917)  0.37
H (-5.748, -1.207, -2.582)  0.36
H (-6.640, 0.268, -2.228)  0.48
H (-4.760, 1.561, -0.242)  0.14
H (-5.481, 2.379, -1.623)  0.54
H (-3.736, 2.417, -1.398)  0.14
H (-4.312, 0.019, -4.239)  0.38
H (-3.426, 1.469, -3.761)  0.15
H (-5.180, 1.514, -3.913)  0.49
C (4.905, -5.351, 1.018)  -1.60
C (3.654, -4.741, 1.621)  1.59
C (2.930, -5.658, 2.595)  -1.37
O (2.716, -4.328, 0.566)  -0.58
C (3.878, -3.322, 2.177)  0.21
O (3.176, -2.917, 3.124)  -0.63
O (4.388, -2.480, 1.382)  -0.69
H (4.663, -6.269, 0.487)  0.44
H (5.615, -5.585, 1.806)  0.40
H (5.371, -4.653, 0.326)  0.37
H (2.769, -6.631, 2.136)  0.42
H (1.961, -5.229, 2.857)  0.21
H (3.507, -5.785, 3.505)  0.39
H (2.475, -5.125, 0.063)  0.35
C (6.189, 0.006, -3.353)  -1.14
N (4.878, -0.202, -2.769)  -0.06
C (4.634, -0.600, -1.526)  0.37
N (5.633, -0.834, -0.681)  -0.24
S (3.005, -0.724, -1.044)  -0.17
H (6.054, 0.356, -4.373)  0.36
H (6.766, -0.921, -3.381)  0.38
H (6.750, 0.763, -2.799)  0.37
H (4.068, -0.064, -3.356)  0.20
H (6.589, -0.803, -0.998)  0.22
H (5.437, -1.252, 0.220)  0.30